Record 1
The following is a DFT calculation (wB97M-V/def2-TZVPD) of a 5-piece molecular cluster, C44H95ClN6O5P overall.

Properties
HOMO (alpha / beta) in eV: -3.98 / -3.98
Orbital gap (alpha / beta) in Eh: 0.2104 / 0.2059

ORCA input file:
```
! RIJCOSX wB97M-V def2-TZVPD def2/J DEFGRID3
* xyz -1 5
C -1.23 -1.33 5.28
C -1.78 -0.99 3.90
C -0.81 -0.40 2.89
Cl 0.10 1.02 3.61
P 0.32 -1.72 1.96
C 1.74 -1.71 3.27
C 2.34 -3.10 3.47
N 3.30 -3.49 2.42
C 1.04 -0.32 0.81
C 1.31 -0.84 -0.59
O 2.64 -1.39 -0.69
C 1.16 0.21 -1.69
N 2.14 1.30 -1.66
H -2.03 -1.63 5.95
H -0.53 -2.17 5.23
H -0.70 -0.48 5.71
H -2.65 -0.33 4.01
H -2.16 -1.91 3.43
H -1.41 0.06 2.10
H -0.80 -1.82 0.98
H -0.30 -2.80 2.74
H 1.05 -2.73 1.18
H 1.35 -1.37 4.23
H 2.57 -1.03 3.02
H 2.85 -3.14 4.44
H 1.53 -3.84 3.52
H 2.90 -4.21 1.84
H 3.41 -2.70 1.80
H 1.97 0.12 1.19
H 0.30 0.49 0.76
H 0.60 -1.65 -0.81
H 3.06 -1.22 0.17
H 0.17 0.65 -1.62
H 1.23 -0.27 -2.67
H 3.07 0.89 -1.61
H 2.02 1.82 -0.80
C -4.82 4.71 2.22
C -5.07 3.36 1.51
C -6.28 3.43 0.56
C -7.62 3.48 1.28
C -7.76 2.30 2.23
C -6.62 2.20 3.24
N -5.31 2.24 2.48
O -4.97 1.10 2.02
C -6.74 3.32 4.29
C -6.67 0.87 3.99
C -3.82 3.04 0.70
H -5.38 5.52 1.74
H -5.08 4.70 3.27
H -3.76 4.96 2.17
H -6.25 2.54 -0.08
H -6.15 4.30 -0.09
H -7.74 4.43 1.81
H -8.43 3.44 0.54
H -8.71 2.35 2.78
H -7.79 1.37 1.65
H -5.84 3.37 4.90
H -7.58 3.08 4.94
H -6.93 4.30 3.86
H -6.68 0.03 3.30
H -7.58 0.86 4.59
H -5.81 0.76 4.65
H -2.96 2.89 1.36
H -3.61 3.89 0.05
H -3.93 2.15 0.09
C 9.52 -2.52 1.33
C 8.95 -1.08 1.34
C 8.07 -0.82 2.57
C 6.72 -1.52 2.52
C 5.97 -1.15 1.25
C 6.77 -1.44 -0.02
N 8.13 -0.80 0.10
O 8.16 0.43 -0.26
C 6.84 -2.95 -0.26
C 6.06 -0.82 -1.22
C 10.13 -0.12 1.35
H 9.40 -2.99 2.30
H 9.06 -3.16 0.59
H 10.58 -2.49 1.10
H 7.90 0.26 2.64
H 8.64 -1.11 3.45
H 6.84 -2.60 2.60
H 6.12 -1.23 3.39
H 5.03 -1.69 1.20
H 5.73 -0.08 1.28
H 7.54 -3.19 -1.06
H 5.85 -3.29 -0.56
H 7.11 -3.52 0.63
H 5.87 0.24 -1.08
H 5.10 -1.33 -1.34
H 6.63 -0.94 -2.14
H 10.71 -0.21 0.43
H 10.77 -0.38 2.20
H 9.81 0.92 1.46
C 10.90 -0.88 -3.89
C 9.60 -0.22 -4.40
C 8.48 -1.24 -4.64
C 8.69 -2.12 -5.87
C 8.88 -1.25 -7.11
C 10.03 -0.25 -6.96
N 9.82 0.53 -5.69
O 9.06 1.54 -5.83
C 11.38 -0.98 -7.00
C 10.02 0.75 -8.12
C 9.14 0.76 -3.33
H 10.71 -1.90 -3.56
H 11.69 -0.91 -4.63
H 11.28 -0.32 -3.04
H 7.54 -0.70 -4.75
H 8.39 -1.86 -3.74
H 9.55 -2.78 -5.72
H 7.82 -2.76 -6.00
H 9.08 -1.87 -7.99
H 7.96 -0.70 -7.30
H 12.19 -0.31 -6.72
H 11.55 -1.32 -8.02
H 11.41 -1.86 -6.36
H 9.06 1.24 -8.21
H 10.24 0.21 -9.04
H 10.79 1.51 -7.97
H 9.86 1.57 -3.21
H 9.06 0.23 -2.38
H 8.17 1.20 -3.55
C -14.38 1.27 -0.16
C -12.87 1.51 -0.37
C -12.32 0.73 -1.58
C -12.21 -0.77 -1.34
C -11.36 -1.05 -0.11
C -11.89 -0.35 1.15
N -12.07 1.12 0.84
O -10.99 1.79 0.98
C -13.18 -1.02 1.62
C -10.87 -0.46 2.29
C -12.67 3.01 -0.61
H -14.83 0.81 -1.04
H -14.60 0.66 0.70
H -14.89 2.23 0.00
H -11.33 1.13 -1.81
H -12.96 0.95 -2.44
H -13.20 -1.22 -1.25
H -11.74 -1.23 -2.21
H -11.31 -2.12 0.10
H -10.33 -0.71 -0.29
H -13.66 -0.44 2.41
H -12.92 -2.00 2.04
H -13.90 -1.20 0.82
H -9.90 -0.08 1.99
H -10.78 -1.50 2.57
H -11.21 0.11 3.16
H -12.94 3.58 0.27
H -13.32 3.31 -1.44
H -11.64 3.24 -0.87
*
```


Record 2
The following is a DFT calculation (wB97M-V/def2-TZVPD) of a 4-piece molecular cluster, C12H24O12 overall.

Properties
HOMO in eV: -9.17
Orbital gap in Eh: 0.3591
Energy relative to the best compared isomer or geometry (same formula, charge and spin) in kJ/mol: 847.20
SMILES: COC(=O)OC.COC(=O)OC.COC(=O)OC.COC(=O)OC

ORCA input file:
```
! RIJCOSX wB97M-V def2-TZVPD def2/J DEFGRID3
* xyz 0 1
C 1.83 1.88 3.74
O 1.23 0.67 3.31
C 1.86 -0.07 2.38
O 2.93 0.17 1.86
O 1.08 -1.16 2.06
C 1.56 -2.07 1.12
H 1.10 2.23 4.47
H 1.78 2.63 2.94
H 2.80 1.73 4.21
H 0.78 -2.50 0.50
H 2.27 -2.75 1.58
H 1.90 -1.50 0.25
C 0.51 1.10 -3.41
O 1.27 2.05 -2.74
C 2.62 2.09 -2.85
O 3.33 1.37 -3.49
O 3.02 3.27 -2.23
C 4.31 3.81 -2.06
H 0.87 0.77 -4.38
H -0.47 1.58 -3.45
H 0.37 0.18 -2.84
H 4.46 4.52 -2.87
H 5.02 2.99 -2.17
H 4.30 4.17 -1.03
C -5.45 -1.23 0.60
O -4.57 -2.01 -0.20
C -3.33 -2.41 0.27
O -2.99 -2.46 1.47
O -2.57 -2.67 -0.80
C -1.21 -3.17 -0.79
H -4.97 -0.29 0.85
H -5.54 -1.76 1.55
H -6.39 -1.09 0.06
H -0.80 -3.40 0.19
H -0.45 -2.47 -1.14
H -1.20 -4.12 -1.31
C -0.47 1.54 -1.44
O -1.22 0.88 -0.41
C -0.89 -0.31 0.18
O 0.07 -1.01 -0.11
O -1.82 -0.42 1.20
C -1.56 -1.25 2.34
H 0.16 2.34 -1.06
H -1.14 1.91 -2.22
H 0.20 0.81 -1.89
H -0.60 -1.18 2.84
H -1.51 -2.28 1.98
H -2.48 -1.10 2.92
*
```


Record 3
The following is a DFT calculation (wB97M-V/def2-TZVPD) of C34H37Cl2HfN6S2 as an isolated structure.

Properties
HOMO in eV: -9.98
Orbital gap in Eh: 0.2674
Energy relative to the best compared isomer or geometry (same formula, charge and spin) in kJ/mol: 15.98

ORCA input file:
```
! RIJCOSX wB97M-V def2-TZVPD def2/J DEFGRID3
* xyz 1 1
Hf 0.39 -0.49 0.21
C -3.06 -1.74 1.91
C -2.17 -2.64 2.77
C -0.69 -2.24 2.74
N -0.06 -2.24 1.43
C 0.35 -3.38 0.88
C 0.05 -4.66 1.40
C 0.28 -5.92 0.90
C 0.91 -6.32 -0.27
C 1.63 -5.51 -1.13
C 1.89 -4.16 -1.03
C 1.37 -3.18 -0.17
N 1.83 -1.92 -0.18
C 3.23 -1.62 -0.39
C 3.74 -0.78 0.79
C 3.14 0.64 0.80
N 1.75 0.69 1.21
C 1.32 1.13 2.40
C 2.19 1.40 3.47
C 2.00 2.06 4.67
C 0.89 2.78 5.10
C -0.32 2.89 4.44
C -0.78 2.19 3.34
C -0.15 1.28 2.48
N -0.81 0.57 1.56
C -2.25 0.65 1.40
C -3.06 -0.27 2.33
H -4.08 -2.13 1.98
H -2.75 -1.84 0.87
H -2.30 -3.67 2.44
H -2.50 -2.58 3.82
H -0.13 -2.89 3.42
H -0.60 -1.22 3.13
H -0.46 -4.65 2.35
H -0.11 -6.73 1.51
H 0.88 -7.38 -0.49
H 2.09 -6.01 -1.98
H 2.58 -3.77 -1.77
H 3.39 -1.08 -1.33
H 3.82 -2.55 -0.44
H 4.82 -0.69 0.71
H 3.50 -1.29 1.72
H 3.19 1.03 -0.23
H 3.76 1.30 1.43
H 3.20 1.02 3.33
H 2.85 2.07 5.33
H 1.00 3.32 6.02
H -1.04 3.57 4.88
H -1.81 2.41 3.09
H -2.48 0.38 0.36
H -2.60 1.68 1.54
H -4.08 0.11 2.33
H -2.68 -0.16 3.35
Cl -0.46 2.24 -0.59
C 0.73 2.94 -1.64
C 0.87 4.31 -1.73
C 1.84 4.83 -2.56
C 2.65 3.99 -3.31
C 2.49 2.62 -3.21
Cl 3.50 1.59 -4.14
C 1.53 2.05 -2.36
S 1.31 0.32 -2.22
H 0.23 4.96 -1.15
H 1.98 5.90 -2.63
H 3.40 4.39 -3.97
C -1.07 1.15 -5.72
C -1.77 1.09 -4.41
C -2.74 1.96 -3.98
C -3.29 1.77 -2.70
N -2.90 0.78 -1.92
C -1.98 -0.07 -2.35
S -1.49 -1.42 -1.45
N -1.41 0.09 -3.58
C -4.33 2.69 -2.16
H -1.36 2.03 -6.29
H -1.29 0.26 -6.31
H 0.01 1.17 -5.56
H -3.08 2.77 -4.61
H -0.64 -0.53 -3.83
H -4.35 3.62 -2.72
H -4.16 2.88 -1.11
H -5.30 2.21 -2.24
*
```


Record 4
The following is a DFT calculation (wB97M-V/def2-TZVPD) of C5H19BaN2O as an isolated structure.

Properties
HOMO in eV: -0.26
Orbital gap in Eh: 0.0999
Energy relative to the best compared isomer or geometry (same formula, charge and spin) in kJ/mol: 139.89

ORCA input file:
```
! RIJCOSX wB97M-V def2-TZVPD def2/J DEFGRID3
* xyz -1 1
C -2.43 0.77 -3.18
Ba -0.22 0.03 -1.57
N 1.93 -0.13 -0.32
N 1.12 -0.83 -3.52
H 1.69 -0.99 0.26
H -1.58 1.28 -2.71
H -3.32 1.30 -2.86
H -2.52 -0.29 -2.91
H -2.29 1.02 -4.25
H 1.46 -1.77 -3.29
H 1.87 -0.17 -3.77
H 0.39 -0.85 -4.23
H 2.78 -0.16 -0.90
H 1.78 0.69 0.31
C 1.14 -0.85 2.57
C 0.00 0.01 2.02
C -1.35 -0.60 2.35
C 0.12 1.47 2.40
O -0.17 -0.02 0.59
H 1.02 -0.82 3.65
H 2.14 -0.44 2.35
H 1.09 -1.89 2.25
H -1.44 -0.58 3.42
H -2.15 -0.01 1.88
H -1.43 -1.62 1.97
H 1.07 1.90 2.09
H -0.69 2.05 1.94
H 0.03 1.50 3.47
*
```


Record 5
The following is a DFT calculation (wB97M-V/def2-TZVPD) of C20H27BIrN8O2 as an isolated structure.

Properties
HOMO (alpha / beta) in eV: -11.20 / -11.79
Orbital gap (alpha / beta) in Eh: 0.3331 / 0.2329

ORCA input file:
```
! RIJCOSX wB97M-V def2-TZVPD def2/J DEFGRID3
* xyz 1 5
Ir -0.02 -1.11 -0.91
C 2.68 -2.62 -2.69
C 3.04 -1.63 -1.63
C 4.28 -1.19 -1.19
C 4.03 -0.25 -0.19
C 5.00 0.55 0.60
N 2.70 -0.16 -0.04
N 2.09 -1.01 -0.91
B 1.85 0.78 0.85
N 0.95 1.62 -0.09
N 0.17 1.03 -1.05
C -0.44 1.99 -1.75
C -1.34 1.68 -2.90
C -0.07 3.22 -1.23
C 0.80 2.95 -0.19
C 1.51 3.91 0.71
N 0.97 -0.08 1.79
N 0.12 -1.00 1.26
C -0.56 -1.57 2.26
C -1.58 -2.63 2.02
C -0.13 -1.01 3.46
C 0.84 -0.07 3.12
C 1.63 0.83 4.01
H 3.58 -3.05 -3.12
H 2.11 -2.14 -3.49
H 2.08 -3.44 -2.28
H 5.25 -1.51 -1.55
H 6.02 0.28 0.32
H 4.88 0.37 1.67
H 4.87 1.62 0.43
H 2.56 1.49 1.49
H -1.38 0.61 -3.10
H -0.98 2.19 -3.80
H -2.35 2.03 -2.69
H -0.39 4.19 -1.57
H 1.20 4.93 0.47
H 2.59 3.84 0.59
H 1.28 3.72 1.76
H -1.52 -3.03 1.01
H -2.59 -2.23 2.18
H -1.44 -3.46 2.72
H -0.47 -1.25 4.45
H 1.36 0.64 5.05
H 1.44 1.88 3.79
H 2.70 0.65 3.90
C -5.76 0.38 -0.57
N -4.62 -0.50 -0.82
C -4.78 -1.77 -1.23
C -3.74 -2.60 -1.51
C -2.47 -2.02 -1.34
O -1.32 -2.63 -1.53
N -2.30 -0.78 -0.93
C -3.34 0.07 -0.64
O -3.21 1.22 -0.31
H -6.66 -0.22 -0.55
H -5.84 1.13 -1.36
H -5.63 0.89 0.37
H -5.80 -2.10 -1.33
H -3.87 -3.62 -1.83
*
```


Record 6
The following is a DFT calculation (wB97M-V/def2-TZVPD) of C4H2FO2 as an isolated structure.

Properties
HOMO in eV: -4.34
Orbital gap in Eh: 0.3171
Energy relative to the best compared isomer or geometry (same formula, charge and spin) in kJ/mol: 60.37

ORCA input file:
```
! RIJCOSX wB97M-V def2-TZVPD def2/J DEFGRID3
* xyz -1 1
C 0.09 -0.29 1.35
C -0.16 0.06 0.08
C -1.46 0.29 -1.34
C 1.27 -0.02 0.45
O -1.22 -0.20 -2.42
O -2.36 0.92 -0.86
F 2.03 -1.21 0.06
H -0.23 -0.37 2.35
H 2.05 0.83 0.33
*
```


Record 7
The following is a DFT calculation (wB97M-V/def2-TZVPD) of one molecule with the formula C2H5N5.

Properties
HOMO in eV: -8.05
Orbital gap in Eh: 0.3217
Energy relative to the best compared isomer or geometry (same formula, charge and spin) in kJ/mol: 482.62
SMILES: NNc1c[nH]nn1

ORCA input file:
```
! RIJCOSX wB97M-V def2-TZVPD def2/J DEFGRID3
* xyz 0 1
N 0.39 2.07 -0.35
N 0.34 1.22 0.80
C 0.11 -0.12 0.68
C 0.09 -0.82 -0.56
N -0.40 -2.01 -0.40
N -0.50 -2.16 0.96
N -0.06 -1.08 1.71
H 1.40 2.30 -0.59
H -0.27 2.09 -1.21
H -0.24 1.54 1.70
H -0.08 -0.23 -1.64
H -0.78 -2.79 -1.10
*
```


Record 8
The following is a DFT calculation (wB97M-V/def2-TZVPD) of one molecule with the formula C6H12.

Properties
HOMO in eV: -8.82
Orbital gap in Eh: 0.3682
Energy relative to the best compared isomer or geometry (same formula, charge and spin) in kJ/mol: 262.40
SMILES: CC/C=C/CC

ORCA input file:
```
! RIJCOSX wB97M-V def2-TZVPD def2/J DEFGRID3
* xyz 0 1
C 2.53 -1.64 -0.10
C 1.69 -0.64 -0.70
C 0.54 -0.22 0.30
C -0.54 0.29 -0.19
C -1.39 1.39 0.40
C -2.86 0.96 0.42
H 2.28 -1.72 0.97
H 2.58 -2.52 -0.79
H 3.70 -1.34 -0.20
H 2.32 0.23 -0.84
H 1.23 -0.98 -1.74
H 0.70 -0.44 1.37
H -0.73 0.04 -1.22
H -1.16 1.60 1.43
H -1.19 2.24 -0.32
H -3.52 1.79 0.90
H -2.99 0.00 0.96
H -3.17 0.97 -0.65
*
```


Number 1: M 854.708 g mol⁻¹, calculated total energy -3239.4843 a.u., strongest force on any atom 0.6 eV/A. Number 2: M 360.312 g mol⁻¹, calculated total energy -1374.2259 a.u., strongest force on any atom 8.6 eV/A. Number 3: M 843.242 g mol⁻¹, calculated total energy -3411.0560 a.u., strongest force on any atom 3.2 eV/A. Number 4: M 260.548 g mol⁻¹, calculated total energy -412.0319 a.u., strongest force on any atom 3.8 eV/A. Number 5: M 614.519 g mol⁻¹, calculated total energy -1495.8723 a.u., strongest force on any atom 0.3 eV/A. Number 6: M 101.056 g mol⁻¹, calculated total energy -403.9232 a.u., strongest force on any atom 3.5 eV/A. Number 7: M 99.097 g mol⁻¹, calculated total energy -352.8310 a.u., strongest force on any atom 7.6 eV/A. Number 8: M 84.162 g mol⁻¹, calculated total energy -235.7183 a.u., strongest force on any atom 5.3 eV/A.